1.
20
Properties=species:S:1:pos:R:3:forces:R:3 method="wB97M-V/def2-TZVPD" e_above_lowest_kj_mol=822.2 e_homo_ev=-7.72
O -2.183 1.053 0.379 -0.23 0.51 -0.26
C -2.441 -0.275 0.443 0.39 -0.65 -0.38
C -1.719 -1.093 -0.540 -1.73 -0.51 1.01
C -1.238 -0.613 -1.766 0.92 -0.08 -1.33
C -0.260 -1.195 -2.505 -1.36 0.00 0.36
S 3.519 0.030 0.006 -2.40 -2.10 -2.14
H -2.108 -0.777 1.398 0.39 0.73 0.57
H -1.687 -2.173 -0.277 0.40 0.70 -0.38
H -3.544 -0.453 0.481 0.51 -0.42 -0.19
H 1.948 0.186 -1.514 2.69 0.17 2.18
H -1.731 0.224 -2.256 0.18 0.45 0.88
H 0.168 -2.153 -2.229 0.42 0.32 0.00
H -0.057 -0.698 -3.448 0.43 -0.45 -0.03
H 4.144 1.146 0.190 0.27 1.71 -0.39
H 0.298 0.753 1.496 0.36 -0.35 -0.26
H 1.420 0.744 0.076 -1.17 0.18 1.80
O 0.551 0.932 0.504 0.00 0.06 -0.88
H -0.378 0.199 3.396 -0.36 0.25 -0.48
H -1.307 1.198 0.808 -0.35 0.02 -0.09
O -0.850 0.526 2.610 0.66 -0.53 0.02

***

2.
15
Properties=species:S:1:pos:R:3:forces:R:3 method="wB97M-V/def2-TZVPD" smiles=Cn1nccc1NS e_above_lowest_kj_mol=337.6 e_homo_ev=-9.24
C 0.823 -1.728 -0.293 -1.63 -0.89 0.84
N 0.919 -0.377 0.037 -2.57 1.91 1.40
N 1.988 0.347 -0.173 0.59 0.24 -0.68
C 1.593 1.602 -0.064 1.24 0.65 0.40
C 0.251 1.762 0.348 0.50 -2.66 -1.15
C -0.136 0.421 0.310 -3.84 -1.17 1.43
N -1.635 -0.330 0.545 4.13 1.82 -0.78
S -2.786 0.380 -0.487 -0.86 -0.44 -1.47
H 0.605 -2.377 0.558 -0.39 0.24 0.05
H 0.037 -1.777 -1.040 0.35 -0.81 -0.32
H 1.792 -1.946 -0.546 2.15 -1.13 -1.55
H 2.411 2.260 -0.290 -0.32 0.87 0.26
H -0.401 2.585 0.425 -0.26 0.85 0.21
H -2.072 -0.006 1.377 1.01 0.04 1.66
H -3.389 -0.816 -0.707 -0.08 0.51 -0.30

***

3.
80
Properties=species:S:1:pos:R:3:forces:R:3 method="wB97M-V/def2-TZVPD" e_above_lowest_kj_mol=0.0 e_homo_ev=-7.65
In -0.522 0.010 -0.064 0.09 -0.05 -0.09
Br 3.889 -2.539 -5.734 0.00 -0.02 0.00
C 2.559 -1.900 -4.570 -0.02 0.01 -0.02
C 1.280 -1.605 -5.066 0.02 -0.01 0.07
C 0.314 -1.090 -4.238 -0.01 -0.01 -0.03
C 0.547 -0.871 -2.870 0.02 0.04 0.03
O -0.430 -0.391 -2.133 -0.05 -0.08 0.01
C 1.831 -1.211 -2.361 -0.02 -0.02 -0.09
C 2.210 -1.175 -1.001 0.00 0.01 0.07
N 1.524 -0.755 0.025 0.02 0.02 -0.05
C 2.061 -0.840 1.322 0.01 -0.01 0.03
C 3.399 -0.818 1.619 0.00 0.00 -0.01
C 3.854 -0.957 2.946 0.00 0.00 0.00
C 2.976 -1.104 3.978 0.01 0.01 0.01
C 1.586 -1.087 3.720 -0.01 0.00 -0.01
C 0.616 -1.214 4.739 -0.01 -0.01 0.00
C -0.712 -1.179 4.427 0.00 0.01 0.00
C -1.079 -0.986 3.085 0.01 0.01 -0.01
N -0.205 -0.865 2.114 0.02 -0.03 0.02
C 1.126 -0.935 2.397 0.01 -0.01 0.00
C 2.816 -1.729 -3.246 0.00 0.02 0.02
H 1.057 -1.809 -6.103 0.00 0.01 -0.01
H -0.672 -0.868 -4.626 0.00 0.00 0.00
H 3.197 -1.594 -0.801 -0.01 -0.01 0.00
H 4.127 -0.681 0.830 0.00 0.00 0.00
H 4.919 -0.945 3.136 0.00 0.00 0.00
H 3.323 -1.220 4.997 0.00 0.00 0.00
H 0.944 -1.338 5.764 0.00 0.00 0.00
H -1.478 -1.277 5.182 0.00 0.00 0.00
H -2.126 -0.907 2.811 0.00 0.00 0.00
H 3.785 -2.001 -2.847 -0.01 -0.02 0.00
O -0.073 2.128 -0.860 0.00 0.02 0.01
C 0.295 2.518 0.274 -0.04 -0.03 -0.05
O 0.259 1.725 1.264 -0.02 0.02 -0.01
C 0.766 3.918 0.468 0.02 -0.01 0.06
C 0.802 4.798 -0.608 0.01 0.00 -0.02
C 1.234 6.103 -0.428 0.01 0.00 0.01
C 1.633 6.537 0.827 0.00 0.00 0.00
C 1.589 5.640 1.881 -0.01 0.00 0.01
C 1.163 4.336 1.730 -0.01 0.02 -0.01
N 2.011 6.095 3.221 0.02 0.00 0.00
O 1.955 5.292 4.130 -0.01 0.00 0.00
O 2.389 7.243 3.331 -0.01 -0.01 0.00
H 0.493 4.439 -1.581 -0.01 0.01 0.01
H 1.261 6.787 -1.265 0.00 0.00 0.00
H 1.975 7.546 1.000 0.00 0.00 0.00
H 1.139 3.660 2.571 0.01 0.00 0.00
N -3.136 -0.144 -2.161 0.06 -0.05 -0.04
C -3.474 0.490 -1.039 0.00 0.01 0.08
N -2.657 0.698 -0.025 -0.04 0.05 0.00
C -3.296 1.398 1.011 0.00 0.00 -0.01
C -2.712 1.834 2.196 -0.01 0.01 0.01
C -3.502 2.499 3.120 0.00 -0.01 -0.01
C -4.854 2.738 2.880 -0.01 0.00 0.00
C -5.440 2.324 1.696 -0.01 0.01 -0.01
C -4.646 1.662 0.773 0.02 0.00 -0.01
S -5.101 1.069 -0.803 0.00 -0.01 0.00
H -2.138 -0.332 -2.368 -0.03 0.06 -0.01
H -3.805 -0.207 -2.908 0.01 0.01 0.00
H -1.655 1.690 2.372 -0.01 0.00 0.00
H -3.053 2.849 4.040 0.00 0.00 0.00
H -5.448 3.260 3.617 0.00 0.00 0.00
H -6.484 2.519 1.494 0.00 0.00 0.00
N -1.664 -2.204 -0.097 -0.04 0.05 0.08
C -1.060 -3.125 -1.030 0.00 0.03 -0.04
C 0.158 -3.702 -0.717 0.05 -0.02 0.00
C 0.845 -4.418 -1.690 0.01 -0.01 0.02
C 0.314 -4.557 -2.959 -0.05 0.02 -0.04
C -0.947 -4.043 -3.238 0.02 0.01 -0.01
C -1.637 -3.329 -2.275 0.01 0.01 0.05
S 1.260 -5.335 -4.274 -0.08 0.06 -0.11
O 0.711 -6.671 -4.375 0.03 -0.02 0.02
O 0.973 -4.478 -5.422 0.02 -0.03 0.04
O 2.630 -5.253 -3.795 0.05 0.00 0.03
H -2.653 -2.096 -0.299 0.00 -0.01 -0.02
H -1.583 -2.563 0.849 -0.02 0.00 0.00
H 0.589 -3.557 0.270 0.00 0.00 0.00
H 1.824 -4.838 -1.494 0.00 0.00 0.02
H -1.356 -4.173 -4.232 0.01 -0.01 0.00
H -2.605 -2.893 -2.500 -0.01 0.00 0.00

***

no.,electronic energy (eV),gap between HOMO and LUMO (eV)
1,-21311.2259,4.6
2,-19564.2793,10.0
3,-159962.8764,6.2